--- P ---
ORCA calculation (the ωB97M-V functional and the def2-TZVPD basis) on a cluster of 15 separate species, C60H165N15O15 in total.

Calculated values
LUMO level: 0.59 eV
HOMO energy: -0.3147 Eh
Frontier orbital gap: 9.15 eV

Geometry (Å):
C  4.19918  3.46838  -3.83206
C  3.10168  4.01446  -2.91098
C  3.71953  4.45855  -1.60062
O  4.15532  3.35051  -0.78788
C  4.70051  3.74643  0.47535
N  2.39704  5.20960  -3.43652
H  4.51466  2.49728  -3.42251
H  4.92774  4.24869  -4.04403
H  3.75347  3.25586  -4.79815
H  2.38113  3.20649  -2.68028
H  2.97377  4.95404  -0.99791
H  4.49832  5.23921  -1.75913
H  5.71847  4.05847  0.46488
H  4.61086  2.89869  1.18865
H  4.13274  4.50281  0.98727
H  2.26100  5.09338  -4.41483
H  1.45869  5.36236  -3.02441
C  -1.31129  1.84633  4.55088
C  -1.21277  2.52382  3.20891
C  -2.47916  2.20022  2.38301
O  -2.62732  3.09586  1.26421
C  -3.90339  2.80447  0.69182
N  -1.08701  3.97184  3.46685
H  -1.50139  0.72929  4.52741
H  -2.11237  2.33645  5.10859
H  -0.36848  1.98974  5.05138
H  -0.27358  2.21087  2.70034
H  -3.32427  2.36400  3.05308
H  -2.42668  1.22398  2.03842
H  -4.04584  1.76465  0.66116
H  -3.85289  3.04258  -0.35767
H  -4.77751  3.35291  1.14368
H  -1.99544  4.25039  3.89206
H  -1.04228  4.33827  2.50012
C  -0.11199  3.56729  -0.55836
C  0.01709  5.08745  -0.47750
C  -1.27433  5.77306  -0.71760
O  -1.73071  5.58117  -2.07550
C  -3.07774  5.21919  -2.25062
N  0.41034  5.42266  0.89485
H  -0.79473  3.13038  0.15727
H  0.89718  3.17523  -0.41754
H  -0.36910  3.42777  -1.61056
H  0.81434  5.44914  -1.11739
H  -1.15158  6.87767  -0.58975
H  -2.02977  5.40965  -0.03143
H  -3.10511  4.13939  -2.02519
H  -3.44960  5.50926  -3.26125
H  -3.81109  5.81042  -1.61402
H  1.19673  4.91960  1.21151
H  0.60495  6.38816  1.10889
C  -4.45094  -0.72558  -2.22371
C  -4.58725  0.81824  -2.43446
C  -4.50341  1.06694  -3.91780
O  -4.44678  2.47576  -4.02935
C  -4.16500  2.87909  -5.36181
N  -5.76542  1.34917  -1.80121
H  -4.56088  -0.82480  -1.15081
H  -3.40944  -0.95027  -2.39344
H  -5.21166  -1.35385  -2.72858
H  -3.68561  1.29941  -2.04894
H  -5.42217  0.69561  -4.36871
H  -3.60943  0.56330  -4.28178
H  -3.94189  3.90889  -5.38859
H  -4.99559  2.63808  -6.05115
H  -3.34675  2.31355  -5.79278
H  -6.56351  0.73081  -1.88367
H  -5.95908  2.29652  -2.01605
C  -3.88405  -1.34264  4.69584
C  -4.60195  -1.70941  3.37049
C  -3.75390  -2.55484  2.49379
O  -4.37180  -2.49744  1.20213
C  -3.71832  -3.28438  0.19305
N  -5.85054  -2.41747  3.68561
H  -4.50685  -0.87667  5.42886
H  -2.97932  -0.82404  4.66270
H  -3.73577  -2.28751  5.21732
H  -4.73918  -0.78856  2.74654
H  -3.71455  -3.59670  2.79129
H  -2.70925  -2.17161  2.37757
H  -3.65005  -4.36091  0.48101
H  -2.67103  -3.01750  0.00943
H  -4.26508  -3.11182  -0.71523
H  -6.54228  -1.82836  4.16874
H  -6.14116  -2.71021  2.76827
C  -7.93477  -4.51636  -1.66929
C  -7.42697  -3.10098  -1.48600
C  -8.59211  -2.21119  -2.00603
O  -8.16640  -0.83262  -2.02288
C  -9.35638  -0.07549  -2.33501
N  -7.21041  -2.81399  -0.10237
H  -7.11868  -5.19018  -1.47800
H  -8.43658  -4.81369  -2.60593
H  -8.62864  -4.69057  -0.82198
H  -6.53705  -2.91278  -2.10501
H  -9.52251  -2.40517  -1.39640
H  -8.76712  -2.45171  -3.07359
H  -10.20275  -0.30765  -1.65134
H  -9.69095  -0.32979  -3.31648
H  -8.98925  0.91520  -2.19156
H  -6.39187  -3.19122  0.36011
H  -7.15313  -1.81409  0.04044
C  -0.12631  -4.06826  5.21801
C  -0.80664  -4.26841  3.85619
C  0.10304  -4.00974  2.69268
O  0.80993  -2.75434  2.90287
C  0.01373  -1.58097  2.79067
N  -1.42357  -5.57209  3.73583
H  0.66053  -4.73195  5.44907
H  -0.91463  -4.34436  5.92058
H  0.10800  -3.05655  5.45527
H  -1.64005  -3.63303  3.73201
H  -0.49005  -4.00531  1.76293
H  0.87288  -4.73521  2.54548
H  -0.36415  -1.48445  1.77819
H  0.69788  -0.76141  2.99185
H  -0.82599  -1.63550  3.44376
H  -2.14647  -5.61019  4.50563
H  -0.75585  -6.27196  3.93507
C  7.47053  -4.55696  0.83458
C  6.84074  -3.34969  1.50029
C  6.02510  -3.70671  2.78741
O  4.91246  -4.48141  2.50214
C  3.95638  -4.56471  3.53050
N  7.92568  -2.40079  1.82098
H  7.74199  -4.09422  -0.12138
H  6.80973  -5.42533  0.79503
H  8.38452  -4.91212  1.31002
H  6.17747  -2.92741  0.72793
H  5.68901  -2.78608  3.24672
H  6.73025  -4.22139  3.44992
H  3.65227  -3.54440  3.84007
H  4.38463  -5.00668  4.44283
H  3.14737  -5.16724  3.19305
H  8.59815  -2.92958  2.41523
H  7.51643  -1.66615  2.39709
C  -0.62748  -3.79517  -1.53514
C  0.71253  -4.26195  -2.11610
C  1.73926  -4.67643  -1.14293
O  3.00695  -4.73459  -1.86256
C  4.04037  -4.99986  -0.92451
N  0.46960  -5.27928  -3.17491
H  -1.14555  -4.59546  -0.92951
H  -1.38448  -3.68704  -2.38356
H  -0.51338  -2.88612  -0.97071
H  1.01407  -3.30014  -2.48654
H  1.49448  -5.73873  -0.89715
H  1.73940  -3.99127  -0.34227
H  3.76695  -5.91069  -0.34317
H  4.02461  -4.21601  -0.10822
H  5.00806  -5.00629  -1.39510
H  -0.11067  -4.87204  -3.90577
H  1.29645  -5.60381  -3.57521
C  3.10954  -1.34183  0.30333
C  2.71681  -0.84432  -1.08628
C  1.53359  0.05365  -0.91655
O  0.41900  -0.79517  -0.59521
C  -0.78067  -0.04030  -0.39413
N  3.71486  -0.01087  -1.75849
H  3.92412  -2.08640  0.23614
H  2.27293  -1.80998  0.82115
H  3.48980  -0.47596  0.85456
H  2.52710  -1.64630  -1.83106
H  1.30580  0.65652  -1.73334
H  1.79214  0.70056  -0.07185
H  -0.63002  0.55470  0.50224
H  -1.64349  -0.74981  -0.27109
H  -0.98252  0.64858  -1.22133
H  3.82670  0.91928  -1.40532
H  4.61772  -0.46032  -1.89159
C  -0.24385  -0.86726  -4.11963
C  0.37726  0.03352  -5.16930
C  1.13939  1.17974  -4.57205
O  0.44208  1.95389  -3.59056
C  -0.41060  2.82847  -4.29023
N  1.41463  -0.64098  -5.97822
H  -0.19954  -1.90596  -4.38960
H  -1.28226  -0.59485  -3.91200
H  0.35986  -0.88861  -3.23885
H  -0.46552  0.41856  -5.79629
H  1.59653  1.75989  -5.41296
H  1.92431  0.78600  -4.01505
H  -1.29892  2.32095  -4.74017
H  0.15699  3.45654  -5.02523
H  -0.88609  3.40878  -3.50795
H  1.03462  -1.30452  -6.64708
H  1.84251  -1.24056  -5.24576
C  2.31765  3.99403  3.51809
C  2.60841  2.87831  4.58370
C  4.08627  2.43560  4.35360
O  4.54193  1.56041  5.42103
C  3.84382  0.31922  5.45798
N  2.28200  3.35992  5.85377
H  2.74552  3.74569  2.52221
H  2.84254  4.90057  3.91516
H  1.32151  4.36250  3.41397
H  1.97600  2.00122  4.29675
H  4.58242  3.37783  4.39893
H  4.22421  1.97037  3.32769
H  4.10355  -0.35560  4.58847
H  2.77589  0.41491  5.55974
H  4.28585  -0.14286  6.32297
H  2.60164  2.78600  6.67127
H  1.32309  3.75223  6.00283
C  9.21856  1.10479  3.00119
C  7.72141  1.18797  2.82718
C  7.24670  0.86372  1.37736
O  7.66467  1.90902  0.55305
C  7.38712  1.49636  -0.79113
N  7.11865  0.15242  3.67899
H  9.61543  0.06128  2.82598
H  9.48687  1.46060  3.97932
H  9.61937  1.78442  2.24836
H  7.32132  2.15561  3.17400
H  6.18697  0.89124  1.42193
H  7.56081  -0.16975  1.04107
H  7.84891  0.54234  -1.08265
H  7.78184  2.20032  -1.50269
H  6.26649  1.32149  -0.95249
H  6.06997  0.20029  3.65157
H  7.32988  0.25246  4.66004
C  -7.81513  2.62243  2.65945
C  -8.75742  1.84280  1.73469
C  -9.23884  2.75553  0.64449
O  -10.28404  2.22585  -0.14723
C  -11.09657  3.24616  -0.75130
N  -8.19524  0.63574  1.22125
H  -7.18399  1.92641  3.18400
H  -8.42064  3.12676  3.40822
H  -7.21296  3.37219  2.17657
H  -9.65030  1.55185  2.26202
H  -8.34261  2.94950  0.01039
H  -9.55392  3.72179  1.14119
H  -10.51737  4.21195  -0.78368
H  -11.95577  3.39622  -0.11934
H  -11.28597  2.84779  -1.71166
H  -7.37344  0.72748  0.60778
H  -8.84434  -0.07894  0.89908
C  4.86725  -1.13082  -5.43832
C  4.62446  -2.49739  -4.82039
C  5.79525  -2.91270  -3.93040
O  5.96625  -1.98832  -2.91041
C  7.31929  -1.96246  -2.35056
N  3.44730  -2.41059  -3.95313
H  5.90755  -0.92887  -5.69548
H  4.55716  -0.27027  -4.93373
H  4.38842  -1.04003  -6.41130
H  4.47062  -3.19260  -5.61339
H  6.67760  -3.00038  -4.55335
H  5.58936  -3.91407  -3.56693
H  7.21539  -1.50431  -1.38348
H  7.99624  -1.40071  -3.05332
H  7.68121  -2.96391  -2.27617
H  3.44817  -2.99315  -3.16352
H  3.27692  -1.45892  -3.64683



--- Q ---
ORCA calculation (the ωB97M-V functional and the def2-TZVPD basis) on a cluster of 15 separate species, C60H165N15O15 in total.

Calculated values
LUMO level: 0.30 eV
HOMO energy: -0.3010 Eh
Frontier orbital gap: 8.50 eV

Geometry (Å):
C  -19.11750  16.90413  1.94135
C  -19.26194  15.62479  2.81856
C  -20.01329  14.49200  2.15043
O  -20.05528  13.47642  3.11776
C  -20.69474  12.24244  2.84174
N  -17.89980  15.24105  3.03860
H  -18.36810  16.72814  1.16965
H  -18.78965  17.76522  2.52372
H  -20.07055  17.20873  1.50891
H  -19.75457  15.92291  3.74405
H  -19.56683  14.18905  1.20333
H  -21.02246  14.78678  1.86271
H  -21.67347  12.38209  2.38276
H  -20.72082  11.75445  3.81606
H  -20.22635  11.64559  2.05913
H  -17.97246  14.26255  3.27808
H  -17.47799  15.70894  3.82807
C  -17.44492  7.43089  5.82652
C  -17.71210  5.94794  6.32625
C  -19.15976  5.68216  6.74995
O  -19.45796  4.27027  6.94235
C  -18.65467  3.56500  7.87167
N  -17.40157  5.08517  5.19917
H  -17.57710  8.17269  6.61416
H  -18.00075  7.69535  4.92696
H  -16.41880  7.74621  5.63742
H  -16.99511  5.60894  7.07399
H  -19.78445  6.15379  5.99139
H  -19.46326  6.21622  7.65038
H  -18.53263  4.05449  8.83791
H  -17.64516  3.45737  7.47493
H  -18.95400  2.59779  8.27543
H  -17.98416  5.36474  4.42294
H  -17.57772  4.13044  5.47766
C  -17.58016  11.83684  6.50505
C  -16.82500  11.45365  5.24453
C  -15.99094  12.61155  4.65256
O  -15.44238  12.12855  3.36591
C  -14.88907  13.15220  2.58456
N  -15.92355  10.40389  5.73017
H  -18.12098  12.77858  6.41158
H  -16.85605  12.08656  7.28056
H  -18.11743  10.98538  6.92274
H  -17.55491  11.04977  4.54296
H  -15.18914  12.94777  5.30995
H  -16.64755  13.47443  4.54119
H  -15.74007  13.63844  2.10763
H  -14.29556  12.67161  1.80682
H  -14.34028  13.91794  3.13281
H  -15.42324  9.99469  4.95406
H  -15.17405  10.85652  6.23364
C  -18.11473  16.24954  6.74621
C  -16.98034  17.27857  6.76664
C  -15.93388  17.15623  5.63885
O  -16.55252  17.36886  4.34547
C  -15.60445  17.55268  3.34138
N  -17.58426  18.61929  6.91396
H  -18.79888  16.48763  7.56067
H  -17.76570  15.27537  7.08867
H  -18.69332  16.17597  5.82538
H  -16.57150  17.02066  7.74359
H  -15.43782  16.18761  5.70046
H  -15.11392  17.86087  5.77762
H  -15.03709  16.66467  3.06276
H  -14.93070  18.40212  3.45371
H  -16.19891  17.79753  2.46116
H  -17.99876  18.84889  6.02201
H  -16.96504  19.41694  6.93438
C  -15.92361  12.69649  -5.57996
C  -15.46835  11.76660  -4.51924
C  -16.47678  11.56102  -3.43197
O  -16.29575  12.64376  -2.44746
C  -17.29393  12.76257  -1.40557
N  -15.05900  10.46053  -5.06524
H  -16.75304  12.28135  -6.15250
H  -15.12903  12.82046  -6.31575
H  -16.23169  13.70558  -5.30626
H  -14.58193  12.12669  -3.99704
H  -16.38590  10.60291  -2.92024
H  -17.48863  11.49574  -3.83196
H  -17.68126  11.83695  -0.97976
H  -18.13934  13.28217  -1.85657
H  -16.87596  13.35561  -0.59211
H  -14.62659  9.98835  -4.28411
H  -14.31458  10.65311  -5.72011
C  -11.94400  9.06397  4.73405
C  -12.72961  10.33332  4.41788
C  -11.88506  11.64660  4.46623
O  -11.31710  12.09591  5.70720
C  -12.05949  11.95095  6.91635
N  -13.39703  10.32473  3.21428
H  -12.53530  8.17595  4.51072
H  -11.66403  9.23286  5.77385
H  -11.02912  9.09806  4.14249
H  -13.49466  10.28318  5.19266
H  -12.26885  12.47646  3.87282
H  -11.05419  11.42093  3.79778
H  -13.09874  12.23029  6.74306
H  -11.64776  12.47061  7.78153
H  -12.07235  10.90257  7.21442
H  -14.02122  9.54160  3.08317
H  -14.01118  11.10613  3.03447
C  -9.35612  15.79304  -2.56502
C  -8.50691  14.78760  -1.82711
C  -9.40698  13.71496  -1.11411
O  -10.27071  14.29235  -0.13991
C  -11.14330  13.37469  0.57703
N  -7.76186  14.10666  -2.88494
H  -9.86394  16.46701  -1.87511
H  -9.99873  15.33596  -3.31750
H  -8.68422  16.45113  -3.11600
H  -7.82040  15.28188  -1.13973
H  -8.75495  13.02502  -0.57845
H  -9.91462  13.18781  -1.92189
H  -11.71204  14.10608  1.15123
H  -10.68055  12.71186  1.30821
H  -11.92393  12.85361  0.02279
H  -7.05080  14.76151  -3.17762
H  -7.33127  13.22418  -2.64843
C  -13.50335  6.81601  2.05630
C  -14.73168  6.78326  2.97591
C  -15.98604  7.48370  2.40626
O  -15.62458  8.90484  2.36765
C  -16.65250  9.71694  1.76139
N  -15.12745  5.40869  3.33213
H  -12.74725  6.19382  2.53514
H  -13.14452  7.83287  1.89710
H  -13.62024  6.31871  1.09342
H  -14.50239  7.23229  3.94229
H  -16.74787  7.42019  3.18323
H  -16.34281  7.03804  1.47771
H  -16.24880  10.69502  1.49967
H  -17.52293  9.91704  2.38622
H  -17.01455  9.37287  0.79256
H  -15.65784  4.98138  2.58634
H  -15.79496  5.40788  4.09011
C  -12.32750  15.56093  5.94156
C  -10.89721  15.55832  5.45362
C  -10.83822  15.73266  3.96237
O  -11.17324  17.01579  3.55112
C  -11.64206  17.06244  2.20894
N  -10.21763  16.63051  6.23004
H  -12.94013  14.69829  5.67958
H  -12.84093  16.46736  5.62082
H  -12.34202  15.38034  7.01640
H  -10.54368  14.57581  5.76630
H  -11.46165  14.96919  3.49702
H  -9.80824  15.47939  3.71121
H  -12.12322  18.03905  2.15598
H  -12.39994  16.34090  1.90383
H  -10.81263  17.07281  1.50180
H  -10.57946  17.50189  5.86965
H  -9.25664  16.65106  5.91992
C  -18.01859  12.49080  10.12373
C  -18.29609  12.76990  11.53278
C  -17.27997  12.06475  12.49675
O  -17.18327  10.56471  12.48933
C  -16.28384  10.12713  13.49070
N  -18.17862  14.20021  11.65778
H  -18.65906  13.12878  9.51473
H  -18.22737  11.44023  9.92170
H  -16.98718  12.77038  9.90899
H  -19.33295  12.46286  11.66961
H  -17.38340  12.44444  13.51323
H  -16.33176  12.51729  12.20658
H  -16.63081  10.34396  14.50099
H  -15.34070  10.67274  13.46082
H  -16.04596  9.09896  13.21798
H  -17.37901  14.53994  11.14270
H  -17.92855  14.42399  12.61040
C  -21.84519  14.10307  10.64174
C  -22.33554  14.78562  9.36095
C  -21.73412  14.02260  8.08479
O  -22.30051  12.64214  7.95653
C  -21.59927  11.77204  7.18813
N  -23.77564  14.90252  9.43204
H  -22.20768  14.77681  11.41813
H  -20.76459  14.03010  10.76455
H  -22.24572  13.09274  10.72481
H  -22.00254  15.82289  9.39676
H  -20.64589  14.02346  8.02263
H  -22.07511  14.51529  7.17426
H  -20.92513  12.24560  6.47443
H  -22.29132  11.07194  6.72012
H  -20.98520  11.22296  7.90195
H  -24.11718  13.99223  9.70558
H  -23.99705  15.40288  10.28099
C  -14.52784  15.54290  0.49195
C  -14.22789  15.49161  -1.06774
C  -13.01430  16.37533  -1.35431
O  -12.94633  16.87520  -2.72720
C  -13.89883  17.94236  -2.92226
N  -13.97110  14.15880  -1.58334
H  -15.51762  15.12079  0.66592
H  -14.63355  16.55211  0.88998
H  -13.76165  15.01743  1.06199
H  -15.02728  15.82089  -1.73155
H  -12.04891  15.90579  -1.16548
H  -13.01299  17.25823  -0.71510
H  -14.74022  17.94133  -2.22933
H  -14.25806  17.91779  -3.95107
H  -13.25712  18.81634  -2.81061
H  -13.41188  14.32878  -2.40704
H  -14.82463  13.71146  -1.88579
C  -14.21289  5.65903  7.97898
C  -13.28224  6.28104  8.97436
C  -13.89165  7.66779  9.47612
O  -13.60829  8.78786  8.62926
C  -14.68153  9.72778  8.62150
N  -13.00984  5.35244  10.11156
H  -14.33297  6.31717  7.11844
H  -15.20612  5.53851  8.41149
H  -13.95288  4.64989  7.65941
H  -12.30021  6.43493  8.52710
H  -13.38621  7.96869  10.39378
H  -14.92646  7.51271  9.78143
H  -14.50737  10.57335  7.95609
H  -14.90389  10.07569  9.63026
H  -15.57771  9.20021  8.29494
H  -13.85064  5.36893  10.67093
H  -13.00537  4.37180  9.86986
C  -24.65700  8.74597  5.66532
C  -23.86490  7.85984  4.80790
C  -22.37778  7.97503  5.31202
O  -21.76508  9.25117  5.10117
C  -20.36302  9.09071  5.07756
N  -24.37410  6.47746  4.78632
H  -24.41731  9.80783  5.60970
H  -24.57763  8.33839  6.67313
H  -25.72583  8.56156  5.55714
H  -23.88803  8.25749  3.79328
H  -21.80057  7.22595  4.76998
H  -22.26256  7.72892  6.36761
H  -19.98590  8.38269  5.81551
H  -19.82643  10.03079  5.20571
H  -20.07083  8.66628  4.11704
H  -24.75267  6.21256  5.68444
H  -25.24052  6.52084  4.26908
C  -21.14392  9.21694  9.85999
C  -21.09745  8.16234  10.91434
C  -19.64736  7.88220  11.31153
O  -18.78277  7.23527  10.28864
C  -17.89393  8.18537  9.60097
N  -21.94703  8.57688  12.03439
H  -20.74474  10.13407  10.29315
H  -22.15404  9.47659  9.54324
H  -20.61863  8.98029  8.93470
H  -21.51804  7.19200  10.65043
H  -19.59455  7.15996  12.12620
H  -19.06362  8.70990  11.71436
H  -17.12851  8.47099  10.32253
H  -18.34599  9.10606  9.23209
H  -17.24918  7.79230  8.81490
H  -21.60800  9.51783  12.17500
H  -21.75820  8.06570  12.88476



P has the most favorable energy; the next structure is 3.588 eV above.